No. 1
Molecular formula: C13H30N5O5P
Method: DFT, ωB97M-V with the def2-TZVPD basis set

Summary:
Energy: -1504.5682 hartree
Gap between HOMO and LUMO: 0.3083 hartree
Structure (SMILES): NP(O)[C@H]1CCNC1=O.CN(C)C=O.CN(C)C=O.CN(C)C=O
Molar mass: 367.39 g/mol

The geometry in ORCA input format:
```
! wB97M-V def2-TZVPD RIJCOSX def2/J DEFGRID3
* xyz 0 1
N -0.88 1.77 0.83
P -2.31 0.68 1.01
O -3.63 1.52 0.23
C -1.81 -0.91 0.09
C -1.56 -1.97 1.32
C -2.19 -3.44 0.88
N -2.76 -3.11 -0.51
C -2.84 -1.64 -0.95
O -3.57 -1.18 -1.98
H -0.17 1.47 1.56
H -0.45 1.45 -0.08
H -4.27 1.91 0.92
H -0.77 -0.83 -0.43
H -2.25 -1.65 2.22
H -0.44 -1.90 1.65
H -1.41 -4.31 0.68
H -3.06 -3.77 1.62
H -1.93 -3.44 -1.09
C -2.68 -5.23 5.07
O -2.07 -4.97 4.05
N -3.98 -4.86 5.35
C -4.64 -5.21 6.59
C -4.72 -4.10 4.37
H -2.22 -5.81 5.89
H -5.52 -5.81 6.37
H -4.93 -4.30 7.11
H -3.97 -5.79 7.24
H -4.78 -4.67 3.44
H -4.19 -3.16 4.17
H -5.73 -3.88 4.72
C 1.06 2.81 -1.28
O 0.89 1.61 -1.12
N 2.25 3.48 -1.12
C 2.37 4.91 -1.33
C 3.43 2.73 -0.73
H 0.23 3.47 -1.57
H 3.09 5.09 -2.12
H 2.71 5.37 -0.40
H 1.40 5.34 -1.62
H 3.63 1.96 -1.48
H 3.24 2.24 0.23
H 4.29 3.39 -0.64
C 5.45 3.33 -3.65
O 4.96 4.10 -2.82
N 4.84 2.93 -4.81
C 5.48 2.02 -5.74
C 3.51 3.42 -5.12
H 6.45 2.90 -3.51
H 5.58 2.52 -6.71
H 4.86 1.13 -5.85
H 6.47 1.73 -5.38
H 3.55 4.52 -5.18
H 2.83 3.13 -4.32
H 3.16 3.02 -6.08
*
```

***

No. 2
Molecular formula: C13H31BF4N2NaO7
Method: DFT, ωB97M-V with the def2-TZVPD basis set

Summary:
Energy: -1736.8780 hartree
Gap between HOMO and LUMO: 0.1520 hartree
Molar mass: 437.19 g/mol
Relative energy (zero: lowest compared OMol25 entry of this formula, charge and spin): 121.6 kcal/mol

The geometry in ORCA input format:
```
! wB97M-V def2-TZVPD RIJCOSX def2/J DEFGRID3
* xyz -1 1
Na 1.23 1.53 -0.50
B 4.07 5.15 -2.91
F 4.55 6.30 -3.47
F 2.95 4.63 -3.64
F 5.10 4.22 -3.10
F 3.78 5.52 -1.62
O 2.68 -4.66 -3.35
C 2.51 -3.51 -2.63
O 1.55 -3.46 -1.77
O 3.23 -2.50 -2.76
H 1.86 -5.09 -3.07
C 5.54 -2.85 3.68
O 5.16 -2.18 4.86
C 4.93 -0.76 4.75
C 3.86 -0.20 3.75
N 2.44 -0.26 4.12
C 2.01 -1.51 4.58
C 0.49 -1.57 4.66
O -0.10 -0.86 5.81
C -1.56 -0.93 5.83
H 5.28 -3.90 3.83
H 6.61 -2.87 3.51
H 5.02 -2.51 2.78
H 5.92 -0.34 4.57
H 4.60 -0.46 5.75
H 4.30 -0.58 2.83
H 4.03 0.87 3.66
H 2.33 0.43 4.85
H 2.45 -1.86 5.52
H 2.24 -2.31 3.87
H 0.10 -2.59 4.69
H 0.17 -1.10 3.74
H -1.97 -0.33 6.64
H -1.82 -1.99 5.87
H -1.97 -0.52 4.90
C -5.25 -1.83 -5.78
O -4.18 -1.18 -5.10
C -4.03 0.18 -5.59
C -2.84 0.84 -4.89
N -3.03 0.91 -3.42
C -4.04 1.88 -3.00
C -4.13 1.99 -1.48
O -2.94 2.53 -0.91
C -2.98 3.10 0.41
H -6.27 -1.52 -5.53
H -5.16 -2.88 -5.52
H -5.15 -1.75 -6.86
H -4.98 0.72 -5.62
H -3.75 0.15 -6.64
H -2.62 1.80 -5.34
H -1.92 0.26 -5.01
H -3.32 -0.03 -3.16
H -5.02 1.66 -3.41
H -3.75 2.86 -3.38
H -4.36 1.03 -1.03
H -4.98 2.63 -1.24
H -3.81 3.80 0.45
H -2.03 3.57 0.64
H -2.99 2.29 1.15
*
```

***

No. 3
Molecular formula: C13H32ClMoO2P2Si
Method: DFT, ωB97M-V with the def2-TZVPD basis set

Summary:
Energy: -2164.5020 hartree
Gap between HOMO and LUMO (alpha / beta): 0.2351 / 0.2135 hartree
Molar mass: 441.82 g/mol

The geometry in ORCA input format:
```
! wB97M-V def2-TZVPD RIJCOSX def2/J DEFGRID3
* xyz 3 3
C -0.72 2.56 -5.06
C -1.18 2.00 -3.81
H -1.54 2.98 -5.66
H -0.25 1.75 -5.65
H 0.01 3.35 -4.82
O -2.16 1.82 -3.16
Cl 0.64 1.09 -2.80
Mo 0.05 0.21 -0.66
P -0.70 -1.89 -1.68
C -2.15 -2.83 -1.08
C -1.11 -1.66 -3.44
H -1.55 -2.60 -3.79
H 0.33 -4.01 -2.21
H -0.18 -1.44 -3.99
H 1.54 -2.68 -2.14
H -3.01 -2.15 -1.01
H -1.81 -0.83 -3.58
C 0.66 -3.11 -1.66
H -2.37 -3.62 -1.81
H 0.92 -3.39 -0.63
H -1.93 -3.26 -0.10
P 0.51 2.19 0.53
C -0.46 2.84 1.93
C 2.24 2.19 1.10
H 1.18 3.46 -1.44
H 0.64 4.51 -0.07
H -0.55 3.63 -1.10
C 0.44 3.59 -0.64
H 2.91 1.97 0.26
H 2.50 3.18 1.51
H -0.13 3.86 2.15
H -0.36 2.22 2.83
H 2.39 1.42 1.87
H -1.52 2.86 1.65
C -1.85 0.70 -0.55
O -2.99 0.99 -0.36
C 1.79 -2.74 2.79
Si 0.67 -1.23 2.88
C -0.75 -1.73 3.99
C 1.51 0.15 3.83
C 0.26 -0.75 1.15
H 1.91 -3.18 3.79
H 2.78 -2.47 2.40
H 1.36 -3.51 2.13
H -0.32 -1.94 4.98
H -1.51 -0.95 4.11
H -1.26 -2.64 3.64
H 2.59 0.17 3.64
H 1.10 1.15 3.63
H 1.37 -0.05 4.90
H 0.89 -1.32 0.36
H -0.83 -0.86 0.84
*
```

***

No. 4
Molecular formula: C13H32N5RuSb
Method: DFT, ωB97M-V with the def2-TZVPD basis set

Summary:
Energy: -1121.8437 hartree
Gap between HOMO and LUMO (alpha / beta): 0.2492 / 0.2492 hartree
Molar mass: 481.26 g/mol
Relative energy (zero: lowest compared OMol25 entry of this formula, charge and spin): 0.0 kcal/mol

The geometry in ORCA input format:
```
! wB97M-V def2-TZVPD RIJCOSX def2/J DEFGRID3
* xyz 4 1
Ru -0.57 0.01 -0.03
N -0.12 0.09 1.99
C 0.86 -0.99 2.43
C 2.23 -0.79 1.79
C 2.26 -0.95 0.28
N 1.46 0.14 -0.41
H 0.28 0.99 2.25
H -0.96 0.01 2.56
H 0.43 -1.95 2.17
H 0.94 -0.94 3.51
H 2.90 -1.53 2.22
H 2.65 0.18 2.08
H 1.84 -1.91 -0.03
H 3.28 -0.89 -0.09
H 1.67 0.11 -1.41
H 1.84 1.04 -0.11
C -0.79 -5.12 -2.16
C 0.00 -4.04 -2.86
N -0.31 -2.73 -2.23
C -1.41 -2.51 -1.52
N -1.56 -1.19 -1.00
C -2.79 -0.84 -0.29
C -3.37 -2.02 0.47
C -3.56 -3.17 -0.51
N -2.34 -3.40 -1.32
C -2.25 -4.71 -2.04
H -0.38 -5.33 -1.17
H -0.73 -6.05 -2.73
H -0.26 -3.96 -3.92
H 1.07 -4.20 -2.79
H 0.19 -1.92 -2.56
H -3.49 -0.35 -0.97
H -2.50 -0.01 0.45
H -4.32 -1.76 0.91
H -2.69 -2.31 1.28
H -4.39 -3.00 -1.19
H -3.77 -4.08 0.04
H -2.72 -4.58 -3.02
H -2.83 -5.42 -1.47
C 0.31 3.68 -0.92
Sb -1.32 2.37 -1.22
C -1.66 2.03 -3.27
C -3.04 3.05 -0.21
H -0.02 4.65 -1.31
H 1.17 3.35 -1.49
H 0.53 3.79 0.14
H -1.94 3.01 -3.68
H -2.48 1.33 -3.40
H -0.75 1.68 -3.75
H -3.27 4.02 -0.65
H -2.83 3.17 0.85
H -3.88 2.38 -0.38
*
```

***

No. 5
Molecular formula: C13H33ClIN4P2Yb
Method: DFT, ωB97M-V with the def2-TZVPD basis set

Summary:
Energy: -3332.9853 hartree
Gap between HOMO and LUMO (alpha / beta): 0.2780 / 0.2439 hartree
Molar mass: 642.78 g/mol
Relative energy (zero: lowest compared OMol25 entry of this formula, charge and spin): 0.0 kcal/mol

The geometry in ORCA input format:
```
! wB97M-V def2-TZVPD RIJCOSX def2/J DEFGRID3
* xyz 2 2
C -0.87 -0.14 -4.88
I -2.21 -0.02 -3.14
H 0.18 -0.04 -4.61
H -1.25 0.67 -5.53
H -1.10 -1.10 -5.36
Yb 0.01 -0.13 -1.11
P 0.37 2.82 -1.41
C -0.88 4.15 -1.53
C 1.57 3.67 -0.31
H 1.80 4.68 -0.67
H 1.48 4.21 -3.09
H 2.49 3.08 -0.27
H 2.15 2.54 -3.00
H -1.41 4.21 -0.57
H 1.15 3.74 0.70
C 1.24 3.15 -2.99
H -0.39 5.12 -1.74
H 0.57 2.84 -3.81
H -1.59 3.93 -2.32
P 0.31 -3.05 -1.04
C -0.86 -4.43 -0.90
C 1.20 -3.61 -2.54
H 2.45 -2.99 0.11
H 1.84 -4.67 -0.01
H 1.13 -3.56 1.19
C 1.56 -3.62 0.18
H 2.10 -3.01 -2.64
H 1.46 -4.67 -2.46
H -0.33 -5.40 -0.95
H -1.59 -4.39 -1.72
H 0.53 -3.46 -3.40
H -1.38 -4.35 0.06
Cl 2.51 -0.09 -1.01
C -1.31 1.32 1.65
N -0.57 0.07 1.23
C -1.30 -1.11 1.82
N -1.37 -1.02 3.28
C -2.06 0.24 3.65
N -1.37 1.44 3.11
C -0.02 1.46 3.69
N 0.75 0.22 3.35
C 0.80 0.12 1.88
C -0.01 -0.96 3.86
H -2.34 1.26 1.29
H -0.80 2.21 1.23
H -0.79 -2.04 1.53
H -2.33 -1.10 1.45
H -2.05 0.31 4.75
H -3.08 0.21 3.25
H 0.56 2.31 3.30
H -0.12 1.50 4.79
H 1.35 -0.81 1.62
H 1.35 1.00 1.50
H -0.12 -0.85 4.95
H 0.56 -1.85 3.59
*
```

***

No. 6
Molecular formula: C13H33F2N10O20
Method: DFT, ωB97M-V with the def2-TZVPD basis set

Summary:
Energy: -2766.4913 hartree
Gap between HOMO and LUMO: 0.2653 hartree
Molar mass: 687.45 g/mol

The geometry in ORCA input format:
```
! wB97M-V def2-TZVPD RIJCOSX def2/J DEFGRID3
* xyz -1 1
C 1.91 0.88 1.38
C 0.97 1.68 0.53
F 1.61 1.88 -0.71
N -0.29 1.07 0.23
C -1.24 1.08 1.32
F -2.30 1.93 0.96
C -1.82 -0.33 1.54
O -2.50 -0.76 0.58
O -1.54 -0.87 2.63
H 2.64 1.53 1.83
H 1.37 0.35 2.14
H 2.46 0.18 0.76
H 0.81 2.67 0.93
H -0.17 0.11 -0.09
H -0.82 1.47 2.24
C -3.18 -3.00 3.96
N -3.60 -3.24 5.37
O -2.83 -3.83 6.11
O -4.69 -2.84 5.71
H -2.19 -3.41 3.82
H -3.91 -3.48 3.32
H -3.16 -1.92 3.78
C -1.67 3.78 -1.60
N -0.43 4.59 -1.50
O 0.03 5.07 -2.52
O 0.05 4.74 -0.40
H -1.97 3.75 -2.65
H -1.46 2.78 -1.22
H -2.42 4.27 -0.99
C -2.58 -4.43 8.92
N -2.24 -4.68 10.35
O -1.82 -5.78 10.65
O -2.39 -3.76 11.12
H -2.39 -5.33 8.36
H -3.63 -4.15 8.88
H -1.96 -3.61 8.57
C 3.32 2.01 -3.83
N 4.17 0.91 -3.29
O 4.55 1.00 -2.14
O 4.44 0.00 -4.04
H 3.16 2.74 -3.05
H 3.85 2.42 -4.68
H 2.38 1.57 -4.15
C -0.09 7.98 -4.00
N 0.15 8.60 -5.34
O -0.63 9.44 -5.73
O 1.12 8.23 -5.96
H -0.99 8.43 -3.59
H -0.21 6.91 -4.14
H 0.78 8.19 -3.39
C -2.79 -3.36 -1.73
N -1.48 -2.86 -2.23
O -0.73 -2.40 -1.40
O -1.27 -2.94 -3.42
H -2.82 -3.19 -0.66
H -3.56 -2.79 -2.23
H -2.86 -4.42 -1.98
C 0.90 5.88 -8.04
N 0.80 4.41 -8.27
O 1.07 3.67 -7.36
O 0.44 4.06 -9.37
H 1.23 6.05 -7.02
H 1.62 6.27 -8.75
H -0.08 6.31 -8.21
C 0.99 -3.95 2.80
N 1.38 -2.58 2.38
O 1.42 -2.35 1.19
O 1.63 -1.78 3.25
H 0.79 -4.52 1.91
H 1.82 -4.36 3.37
H 0.10 -3.85 3.42
C 3.57 -6.63 0.25
N 2.83 -7.17 1.43
O 1.79 -6.62 1.73
O 3.31 -8.12 2.00
H 3.02 -5.79 -0.15
H 4.56 -6.33 0.61
H 3.66 -7.44 -0.47
*
```

***

No. 7
Molecular formula: C13H34BO3
Method: DFT, ωB97M-V with the def2-TZVPD basis set

Summary:
Energy: -766.2126 hartree
Gap between HOMO and LUMO: 0.2405 hartree
Molar mass: 249.22 g/mol
Relative energy (zero: lowest compared OMol25 entry of this formula, charge and spin): 0.0 kcal/mol

The geometry in ORCA input format:
```
! wB97M-V def2-TZVPD RIJCOSX def2/J DEFGRID3
* xyz -1 1
B 3.99 -1.75 4.54
C 3.29 -1.40 3.08
C 4.31 -0.79 2.11
C 3.68 -0.12 0.86
C 3.43 1.37 1.02
O 4.46 2.15 0.38
C 4.41 3.51 0.73
H 3.24 -2.37 5.29
H 4.34 -0.70 5.07
H 4.98 -2.47 4.34
H 2.43 -0.73 3.22
H 2.90 -2.33 2.64
H 4.96 -0.10 2.65
H 4.93 -1.62 1.76
H 2.71 -0.59 0.70
H 4.28 -0.33 -0.03
H 3.39 1.67 2.07
H 2.48 1.63 0.52
H 5.26 3.77 1.38
H 4.45 4.15 -0.16
H 3.49 3.76 1.27
C -2.75 -1.37 1.19
C -1.82 -0.37 1.85
O -0.53 -0.33 1.28
C -0.47 0.01 -0.09
C -1.03 1.38 -0.42
H -2.32 -2.37 1.22
H -3.71 -1.38 1.71
H -2.95 -1.12 0.14
H -1.66 -0.65 2.89
H -2.27 0.63 1.86
H -0.96 -0.76 -0.70
H 0.59 -0.01 -0.35
H -2.09 1.46 -0.18
H -0.91 1.59 -1.48
H -0.51 2.16 0.15
C -5.45 -0.68 -2.55
C -4.25 0.24 -2.42
O -3.01 -0.40 -2.60
C -2.79 -1.01 -3.86
C -2.85 -0.05 -5.03
H -5.37 -1.51 -1.85
H -6.37 -0.13 -2.34
H -5.54 -1.10 -3.56
H -4.22 0.64 -1.40
H -4.34 1.10 -3.09
H -3.48 -1.85 -4.01
H -1.79 -1.44 -3.80
H -3.84 0.40 -5.14
H -2.62 -0.57 -5.96
H -2.13 0.76 -4.90
*
```

***

No. 8
Molecular formula: C13H34Be2N3O6
Method: DFT, ωB97M-V with the def2-TZVPD basis set

Summary:
Energy: -1159.2576 hartree
Gap between HOMO and LUMO: 0.0491 hartree
Molar mass: 346.45 g/mol

The geometry in ORCA input format:
```
! wB97M-V def2-TZVPD RIJCOSX def2/J DEFGRID3
* xyz 3 1
Be 0.71 -7.32 -0.67
Be -5.93 -6.76 -3.13
O -3.42 -2.27 1.10
C -3.19 -3.31 0.29
O -4.17 -3.91 -0.25
O -2.02 -3.69 0.03
H -4.31 -2.58 1.28
C -0.98 2.81 2.21
C -1.42 3.25 3.63
C -1.18 4.67 4.14
O -2.06 4.93 5.26
C -1.58 6.06 6.04
N -2.82 2.91 3.71
H -1.14 1.73 2.12
H 0.10 2.99 2.21
H -1.35 3.27 1.30
H -0.91 2.70 4.42
H -1.64 5.30 3.37
H -0.13 4.96 4.18
H -1.98 6.09 7.05
H -2.01 6.96 5.60
H -0.50 6.13 6.02
H -2.92 1.91 3.69
H -3.04 3.28 4.62
C -2.47 0.19 -4.37
C -1.19 -0.32 -4.94
C 0.04 0.20 -4.18
O 0.07 1.66 -4.17
C -0.03 2.33 -5.47
N -1.23 -1.74 -4.88
H -2.69 -0.27 -3.41
H -3.26 0.11 -5.11
H -2.41 1.26 -4.22
H -1.18 -0.12 -6.02
H 0.92 -0.25 -4.65
H -0.01 -0.11 -3.13
H -0.77 1.89 -6.13
H 0.94 2.45 -5.95
H -0.29 3.37 -5.28
H -1.12 -1.94 -3.89
H -2.17 -2.08 -5.02
C 5.33 -2.30 -0.73
C 4.42 -3.22 0.03
C 3.75 -2.50 1.21
O 3.13 -3.41 2.09
C 2.36 -2.71 3.11
N 3.37 -3.77 -0.91
H 5.97 -1.67 -0.10
H 4.79 -1.67 -1.43
H 6.14 -2.81 -1.24
H 4.97 -4.00 0.55
H 3.01 -1.80 0.84
H 4.50 -2.02 1.84
H 1.42 -2.32 2.71
H 3.01 -2.02 3.64
H 2.15 -3.44 3.90
H 3.76 -4.01 -1.81
H 2.66 -3.08 -1.11
*
```

***

What is the formula in the eighth record? C13H34Be2N3O6